No. 1
DFT (ωB97M-V with the def2-TZVPD basis set) results for one molecule with the formula C21H22ClNO6S.

The geometry in XYZ format:
```
52
Properties=species:S:1:pos:R:3:forces:R:3:nbo_charge:R:1
C -7.1417 -1.0591 -0.1491 0.0 0.0 0.0 -0.63
C -5.6490 -0.9963 -0.2434 0.1 0.0 -0.1 -0.01
C -5.0341 -0.8363 -1.4793 0.0 0.0 0.1 -0.21
C -3.6558 -0.7775 -1.5904 0.1 0.0 -0.1 -0.18
C -2.8926 -0.8834 -0.4463 0.5 -0.1 -0.2 -0.34
S -1.1181 -0.7379 -0.5482 -0.8 0.3 -0.1 2.33
O -0.5216 -1.4138 0.5704 -0.2 0.1 0.3 -0.94
O -0.7005 -1.0874 -1.8758 -0.3 0.2 0.0 -0.93
N -0.9703 0.9201 -0.2724 0.1 -0.9 0.1 -0.67
C -0.7947 1.7721 -1.4377 -0.2 0.3 -0.8 -0.26
C 0.0876 2.9653 -0.9952 -0.5 0.0 0.2 0.09
O 1.3084 3.0372 -1.6640 0.5 -0.1 -0.2 -0.72
C 0.2166 2.7888 0.5314 -0.1 -0.1 -0.2 -0.42
C -0.0373 1.2953 0.7696 0.3 -0.2 0.6 -0.15
C 1.2652 0.5146 0.6743 0.1 0.3 0.7 0.82
O 2.0229 0.3179 1.5856 0.0 0.0 0.0 -0.59
O 1.4943 0.1291 -0.5835 0.1 0.1 -0.3 -0.53
C 2.6908 -0.6051 -0.7770 -0.2 0.1 0.0 -0.19
C 3.8634 0.3338 -0.5100 -0.4 -0.2 -0.2 0.58
O 3.6996 1.5287 -0.6106 0.1 0.0 0.0 -0.55
C 5.1451 -0.2411 -0.0460 0.5 0.0 0.1 -0.22
C 5.8775 0.5482 0.8453 -0.1 -0.1 -0.1 -0.08
C 7.0692 0.1079 1.3826 0.0 0.0 0.0 -0.24
C 7.5666 -1.1340 1.0203 -0.1 0.0 -0.1 -0.17
C 6.8742 -1.9215 0.1181 0.0 -0.1 0.0 -0.24
C 5.6688 -1.4834 -0.4097 0.1 0.3 0.3 0.00
Cl 4.8911 -2.4961 -1.5724 0.0 -0.2 -0.2 0.02
C -3.4810 -1.0413 0.7918 -0.1 -0.1 0.1 -0.20
C -4.8623 -1.1030 0.9111 0.2 0.0 -0.1 0.07
C -5.4960 -1.2814 2.2554 0.0 0.0 -0.1 -0.65
H -7.5187 -0.2637 0.4925 -0.1 0.0 0.0 0.22
H -7.5957 -0.9578 -1.1309 -0.1 0.0 0.0 0.22
H -7.4573 -2.0078 0.2831 -0.1 -0.1 0.0 0.22
H -5.6443 -0.7588 -2.3674 -0.1 0.0 -0.1 0.21
H -3.1635 -0.6658 -2.5427 0.0 0.0 -0.2 0.24
H -0.3063 1.2183 -2.2447 0.0 0.2 0.0 0.24
H -1.7804 2.1001 -1.7786 0.1 0.0 -0.1 0.20
H -0.4089 3.9109 -1.2348 0.0 -0.2 0.1 0.19
H 1.9134 2.3412 -1.3605 0.0 0.1 0.0 0.49
H -0.5443 3.3744 1.0448 0.0 0.0 0.0 0.22
H 1.2008 3.0966 0.8829 0.0 0.0 0.0 0.24
H -0.4714 1.0933 1.7525 0.2 0.0 -0.1 0.24
H 2.7105 -1.4698 -0.1076 0.0 0.1 -0.1 0.23
H 2.6666 -0.9280 -1.8197 0.1 0.0 0.2 0.24
H 5.4700 1.5112 1.1122 0.0 0.1 0.0 0.23
H 7.6103 0.7295 2.0787 0.0 0.1 0.1 0.22
H 8.4981 -1.4903 1.4328 0.1 0.0 0.0 0.22
H 7.2634 -2.8810 -0.1841 0.0 -0.1 0.0 0.23
H -2.8403 -1.1308 1.6552 0.0 0.0 0.2 0.23
H -4.7370 -1.3530 3.0289 0.0 0.0 0.1 0.22
H -6.1006 -2.1871 2.2765 -0.1 -0.1 0.1 0.22
H -6.1512 -0.4420 2.4855 -0.1 0.0 0.1 0.22
```
Positions in Å, forces in eV/Å.

Values from the calculation:
SMILES string: Cc1ccc(S(=O)(=O)N2C[C@H](O)C[C@@H]2C(=O)OCC(=O)c2ccccc2Cl)cc1C

---

No. 2
DFT (ωB97M-V with the def2-TZVPD basis set) results for one molecule with the formula H7N2O5P3.

The geometry in XYZ format:
```
17
Properties=species:S:1:pos:R:3:forces:R:3:nbo_charge:R:1
O 0.4397 2.1670 -2.3438 0.8 2.1 0.5 -1.01
P 0.7552 1.1669 -1.0493 -0.7 0.9 -0.1 1.44
O -0.4538 1.6185 0.0658 -0.5 -0.4 -1.7 -1.04
N 0.0930 -0.2089 -1.7910 0.4 -1.9 0.6 -1.33
P 0.6332 -1.9265 -0.6319 1.7 2.7 -0.4 1.47
O -0.7477 -2.6910 -0.6169 -1.4 -0.2 -0.6 -1.01
N 0.5437 -1.3149 0.9970 -1.3 -1.8 -1.2 -1.36
P 1.3302 -0.0953 1.8377 0.9 0.1 0.3 1.49
O 1.6402 -0.9579 3.2119 0.1 1.2 1.1 -1.00
O 0.1111 0.7356 2.4894 -0.7 1.2 0.7 -1.03
H 0.8111 3.1125 -2.1942 -0.8 -2.5 -0.3 0.50
H -1.3724 1.4832 -0.2898 1.1 0.1 0.3 0.49
H 0.3583 -0.2727 -2.8223 -0.3 -0.1 1.9 0.41
H -1.4378 -2.0840 -0.9270 -0.3 -0.1 0.1 0.52
H -0.1775 -1.9376 1.4394 0.8 1.1 0.0 0.43
H 1.6935 -0.2717 3.9466 -0.1 -1.4 -1.2 0.50
H -0.0768 1.6140 2.0896 0.3 -1.1 0.0 0.53
```
Positions in Å, forces in eV/Å.

Values from the calculation:
SMILES string: OP(O)NP(O)NP(O)O
Energy above the lowest of the compared OMol25 structures with the same formula, charge and spin: 0.00 kcal per mole

---

| no. | E_tot (Eh) | LUMO (eV) | gap between HOMO and LUMO (eV) |
| --- | --- | --- | --- |
| 1 | -2178.0186 | 0.0 | 9.1 |
| 2 | -1514.0927 | 0.6 | 8.9 |